1.
132
Properties=species:S:1:pos:R:3:forces:R:3:mulliken_charge:R:1 method="wB97M-V/def2-TZVPD" max_force_ev_per_a=9.1 total_charge=-1 orbital_gap_ev=5.595 spin_multiplicity=1
C -0.2362 -7.8054 2.0746 -0.765 0.272 -0.273 -0.6165
C -1.1126 -6.4303 2.4269 0.392 -0.993 -0.655 -0.3540
O -1.1385 -5.5848 1.2009 1.034 -0.248 2.100 -0.1749
C 0.1688 -4.9439 0.9793 1.080 0.264 0.812 0.3148
C 0.0589 -3.3085 0.9536 -0.415 -0.123 2.141 -0.8163
P 0.3719 -2.5071 -0.7586 0.405 -2.567 -0.413 0.8725
C 0.6722 -2.0845 -2.5963 -0.004 1.416 -2.232 -1.1220
C -0.5625 -2.4554 -3.6090 0.239 1.908 -0.963 0.0057
O -0.8350 -3.8945 -3.7600 -3.563 -0.061 1.323 -0.3361
C -2.2761 -4.1620 -3.4786 -3.611 1.571 -3.332 0.5771
O -3.2094 -3.8498 -4.3992 6.014 -1.789 5.222 -0.6425
C -2.8030 -4.7944 -2.0307 -0.414 -0.260 0.010 0.3635
C -2.3135 -6.3408 -1.7732 -0.232 -0.523 0.115 -0.8616
P 2.4516 -3.2339 -0.4539 1.554 0.143 0.289 0.6597
C 2.8532 -4.6843 -1.6302 1.575 -0.641 -1.101 -0.8625
O 3.4265 -1.8726 -1.0143 -0.051 -2.284 -2.448 -0.6241
O 1.0552 -1.0179 -0.0720 -3.835 2.220 0.866 -0.5967
C 0.0302 -0.0228 0.3748 3.438 0.007 -2.142 -0.4457
Br -0.1494 -0.0731 2.3991 -0.509 -0.438 -0.817 -0.1957
C 0.8476 1.3868 0.1707 0.652 0.749 0.492 -0.5584
C 0.1543 2.6943 0.8863 0.897 -0.139 0.001 -0.0295
C 0.6375 4.0927 0.1618 -0.162 0.546 1.306 -0.3888
O -0.2312 4.4881 -0.9781 0.016 0.103 2.945 -0.3960
C -1.4360 5.0948 -0.3876 -1.825 0.564 -0.756 -0.4078
C -1.2939 -0.3483 -0.5384 -1.554 -2.708 0.947 0.3278
C -2.7873 -0.1918 0.1705 -0.095 0.602 1.039 -0.6644
C -3.9942 -0.9462 -0.6430 1.168 -0.415 -7.263 0.1929
O -4.0450 -1.1897 -1.9549 0.416 1.700 8.966 -0.4748
I -5.7640 -1.5945 0.5488 1.040 0.285 -0.583 0.0124
P -1.3857 0.7908 -2.1157 -1.940 3.912 0.032 0.3609
O -2.0823 2.1875 -1.8259 1.787 -3.853 -0.226 -0.6645
O -1.2701 -1.8290 -0.7789 0.763 3.370 -0.113 -0.2241
H 0.8848 -7.7115 2.4419 -2.394 -0.271 -0.781 0.2470
H -0.2574 -7.9953 0.8994 0.065 0.633 2.849 0.1625
H -0.7720 -8.7309 2.5679 1.265 1.718 -0.810 0.2575
H -2.2412 -6.6890 2.6961 2.450 0.584 -0.676 0.2748
H -0.5899 -5.9106 3.3370 -1.145 -0.582 -1.714 0.2333
H 0.8893 -5.2357 1.8848 -1.411 0.589 -1.956 0.2425
H 0.6334 -5.4292 0.0212 -0.893 1.145 1.592 -0.4553
H -1.0104 -3.0072 1.3368 1.990 -0.760 -0.520 -0.0294
H 0.8738 -2.8603 1.6846 -1.845 -1.028 -1.205 0.2192
H -0.0468 -3.8072 -1.2727 -0.323 0.309 -0.181 0.1988
H 0.8767 -0.9173 -2.7358 -0.435 -2.317 0.011 0.0416
H 1.6425 -2.6104 -3.0507 -2.120 0.960 1.115 0.4417
H -1.5801 -1.9199 -3.3687 2.152 -0.972 -0.181 0.1132
H -0.2381 -2.0534 -4.6855 -0.688 -0.866 2.109 -0.1250
H -2.5444 -4.0793 -1.1265 -0.020 -1.418 -2.067 -0.2243
H -3.9944 -4.8286 -2.0739 2.696 0.282 -0.313 0.4131
H -2.6157 -6.7167 -0.6833 0.673 1.144 -2.371 0.1322
H -1.1586 -6.5049 -1.8805 -2.225 0.526 0.171 0.1381
H -2.8766 -7.0486 -2.5379 1.251 1.493 1.433 0.4141
H 2.1264 -5.5992 -1.5584 1.204 1.942 -0.087 0.1728
H 3.9373 -5.0748 -1.3183 -2.329 0.828 -0.559 0.2366
H 2.9595 -4.3566 -2.7618 -0.420 -0.684 1.998 0.3353
H 3.6388 -2.0553 -1.9971 -0.468 0.614 2.185 0.2802
H 1.8992 1.2369 0.7154 -2.371 -0.011 -1.297 0.3592
H 1.1326 1.6167 -0.9639 -0.959 -0.692 2.366 0.1664
H -1.0042 2.5301 0.9097 2.185 0.732 -0.154 -0.0534
H 0.5504 2.7592 2.0091 -1.007 -0.208 -2.462 0.3586
H 0.5393 4.9562 0.9773 0.247 -1.763 -1.648 0.0838
H 1.7930 4.0804 -0.1331 -2.646 -0.259 0.230 0.3028
H -1.2284 6.1589 0.0925 -0.141 -2.273 -0.991 -0.0076
H -2.2140 5.2322 -1.2790 1.876 -0.246 1.944 0.2154
H -1.9849 4.4195 0.4076 1.434 1.141 -1.524 0.2522
H -2.8101 -0.6301 1.2791 0.359 0.767 -2.558 0.5472
H -3.0161 0.9632 0.2832 0.013 -2.286 -0.481 0.3646
H -2.1654 0.1731 -3.1906 0.976 -0.137 1.070 0.1583
H -0.0707 1.0454 -2.6897 -0.833 -0.701 0.506 0.0922
C -2.0648 -1.9417 -8.0562 -0.568 0.102 -0.263 0.5680
O -2.2904 -1.4324 -9.1426 0.043 0.208 -0.448 -0.7038
N -0.8198 -2.1027 -7.5728 1.622 0.044 0.074 -0.3205
N -3.0411 -2.3874 -7.2450 -1.060 -0.183 0.250 -0.2816
H -0.6140 -2.5197 -6.6807 -0.111 0.004 -0.103 0.2726
H -0.0556 -1.7805 -8.1522 -0.330 -0.142 0.263 0.1729
H -3.9932 -2.2852 -7.5711 0.426 -0.034 0.160 0.1626
H -2.8750 -2.8095 -6.3470 -0.073 -0.122 0.209 0.2844
C -7.9169 2.1665 2.6812 -0.149 0.301 0.637 0.5879
O -8.2587 2.8334 3.6451 -0.092 0.119 0.125 -0.6748
N -8.0134 2.6140 1.4162 -0.346 0.869 -1.220 -0.3513
N -7.4130 0.9247 2.7977 0.338 -1.184 0.615 -0.2821
H -7.7371 2.0797 0.6097 0.006 0.080 0.155 0.1723
H -8.3878 3.5444 1.2841 0.195 -0.384 0.038 0.2077
H -7.3235 0.5499 3.7332 0.003 0.158 -0.397 0.1688
H -7.1260 0.3603 2.0160 0.049 0.117 0.109 0.0583
C 0.2505 8.2427 2.5499 0.268 -0.251 0.593 0.6528
O -0.4306 7.3103 2.9467 -0.404 -0.390 0.062 -0.6985
N 1.3365 8.6829 3.2105 0.535 -0.103 0.912 -0.1662
N -0.0239 8.9132 1.4164 -0.809 0.464 -1.404 -0.3254
H 1.9099 9.4489 2.8997 -0.055 0.046 -0.008 0.2263
H 1.5782 8.2055 4.0690 0.108 0.029 -0.405 0.0627
H -0.8333 8.6136 0.8886 0.352 0.111 0.134 0.2205
H 0.5252 9.6833 1.0735 -0.018 -0.140 0.151 0.1383
C -0.8645 6.3937 -3.8633 0.109 -0.393 0.816 0.5562
O -1.2063 7.0606 -2.8994 -0.126 0.384 0.011 -0.6488
N -0.9610 6.8411 -5.1283 -0.330 1.158 -1.535 -0.4132
N -0.3607 5.1519 -3.7468 0.387 -0.760 0.138 -0.2208
H -0.6848 6.3069 -5.9348 -0.075 0.077 0.208 0.1466
H -1.3354 7.7716 -5.2604 0.152 -0.410 0.027 0.2362
H -0.2712 4.7771 -2.8114 0.032 -0.117 0.125 0.4004
H -0.0737 4.5874 -4.5285 -0.153 0.172 0.098 0.1714
C 0.3712 -11.0512 0.3797 0.101 1.113 -0.205 0.6213
O 0.4867 -9.8461 0.2216 0.147 -0.573 -0.234 -0.6194
N 1.3199 -11.8018 0.9681 1.351 -0.530 0.757 -0.4035
N -0.7151 -11.7365 -0.0203 -1.432 -0.428 -0.593 -0.3906
H 1.2430 -12.7952 1.1072 0.004 0.221 -0.030 0.1524
H 2.1543 -11.3249 1.2841 -0.331 -0.190 -0.124 0.2270
H -1.4532 -11.2091 -0.4681 0.284 -0.212 0.170 0.2243
H -0.8284 -12.7287 0.1011 0.028 0.216 -0.019 0.1492
C 3.9790 11.3255 2.5735 -0.240 -0.190 -0.116 0.6734
O 2.7924 11.0513 2.4868 -0.177 0.162 -0.080 -0.7514
N 4.4668 12.1560 3.5127 -0.008 0.934 1.115 -0.4051
N 4.9049 10.8217 1.7378 0.492 -0.665 -1.043 -0.3785
H 5.4404 12.3939 3.6000 -0.210 -0.076 -0.036 0.1577
H 3.8031 12.5573 4.1622 0.275 -0.160 -0.232 0.2247
H 4.5798 10.1919 1.0159 0.159 0.188 0.274 0.2258
H 5.8863 11.0357 1.7934 -0.214 -0.058 0.010 0.1608
C 3.7429 6.5542 6.0096 -0.371 0.279 -0.701 0.6347
O 3.5173 7.0635 4.9232 0.045 0.121 0.030 -0.6186
N 4.9879 6.3932 6.4930 1.639 0.048 0.188 -0.4176
N 2.7666 6.1084 6.8208 -1.271 -0.265 0.554 -0.3569
H 5.1937 5.9761 7.3851 -0.061 0.065 -0.204 0.1503
H 5.7521 6.7153 5.9136 -0.309 -0.165 0.243 0.2199
H 1.8144 6.2107 6.4947 0.310 -0.100 0.108 0.2275
H 2.9327 5.6864 7.7188 -0.034 0.070 -0.207 0.1645
C 5.5814 -4.3413 1.9996 -0.890 0.139 -1.156 0.5920
O 5.0426 -4.4032 0.9057 0.520 -0.211 0.278 -0.5644
N 5.0476 -3.6706 3.0363 -0.871 0.812 0.940 -0.3386
N 6.7571 -4.9384 2.2661 1.622 -0.971 -0.025 -0.4759
H 5.4762 -3.6082 3.9444 -0.082 -0.023 -0.220 0.1628
H 4.1628 -3.2065 2.8781 0.231 -0.132 -0.044 0.2302
H 7.1930 -5.4540 1.5128 -0.187 0.227 0.324 0.2185
H 7.2161 -4.8987 3.1604 -0.106 0.001 -0.185 0.1327

=====

2.
111
Properties=species:S:1:pos:R:3:forces:R:3:mulliken_charge:R:1 method="wB97M-V/def2-TZVPD" max_force_ev_per_a=5.1 total_charge=+1 orbital_gap_ev=5.902 spin_multiplicity=1
C 9.1402 5.7887 5.6210 -0.635 -0.640 -0.018 -0.8981
P 8.0689 4.9912 6.9032 2.062 1.187 2.643 0.3280
O 8.6127 3.4677 7.1927 -0.821 0.889 -1.192 -0.4520
N 6.3590 4.9156 6.1011 -0.488 -0.397 -1.837 -0.0849
S 5.3845 3.8369 7.1846 -0.255 -0.627 0.605 -0.0163
C 6.3328 4.2960 4.7244 -1.463 -1.278 -1.341 0.8126
F 7.3267 3.4656 4.5252 0.753 0.095 0.650 -0.2144
F 5.2174 3.5845 4.5879 -0.032 0.306 -0.011 -0.1210
F 6.3281 5.1896 3.7639 0.394 0.900 0.334 -0.2400
P 5.6386 6.5824 6.1746 -1.702 4.295 2.138 0.7429
N 5.6664 7.1814 7.6062 0.474 -2.162 -0.313 -0.5944
O 6.4235 7.5900 5.2144 -0.531 -1.645 -0.685 -0.4773
O 4.1168 6.5778 5.6305 1.741 -1.419 -0.773 -0.4456
H 10.1802 5.5517 5.8921 -0.339 -0.174 -0.212 0.4048
H 8.8912 5.5236 4.5860 0.439 0.074 0.205 0.3093
H 9.0064 6.8699 5.7795 -0.140 -0.377 -0.058 0.3332
H 8.2631 3.2514 8.0735 0.260 -0.215 -0.106 0.3762
H 4.6929 4.7246 7.9556 0.611 0.307 -0.454 0.2462
H 6.0406 6.5065 8.2747 0.042 0.761 0.421 0.2630
H 6.1212 8.4979 5.3985 0.176 -0.104 0.085 0.3730
H 3.6565 5.7836 5.9568 -0.372 0.386 -0.110 0.3680
C 2.5094 -1.1485 2.9565 0.150 0.055 -0.064 -0.9378
C 1.7150 -0.3651 3.9836 -0.090 -0.124 -0.185 -0.0616
O 2.5261 0.4208 4.8504 0.026 0.060 0.304 -0.4918
C 3.3205 1.4081 4.2289 -0.146 -0.130 -0.166 0.0115
C 2.5180 2.4424 3.4536 -0.066 -0.015 -0.013 -0.5893
H 3.2335 -1.8008 3.4485 -0.042 -0.009 0.025 0.3236
H 1.8426 -1.7605 2.3484 -0.031 0.057 0.024 0.3431
H 3.0636 -0.4928 2.2820 -0.087 -0.017 -0.077 0.1373
H 1.1751 -1.0652 4.6216 0.080 0.126 0.155 0.3737
H 0.9566 0.2623 3.5041 0.039 -0.018 -0.089 0.0942
H 4.0773 0.9387 3.5889 -0.017 0.060 -0.089 0.2886
H 3.8625 1.9068 5.0311 -0.127 -0.205 0.178 -0.0518
H 1.9618 1.9928 2.6305 0.075 0.021 -0.043 -0.1073
H 3.1799 3.2010 3.0313 -0.024 -0.011 -0.028 0.3711
H 1.7936 2.9323 4.1084 0.017 -0.008 0.001 0.2580
C -2.1894 0.9575 2.2010 -0.087 -0.086 0.027 -1.4854
C -1.1834 0.8073 1.0738 -0.134 -0.052 -0.025 -0.2091
O -0.7206 -0.5242 0.8990 0.338 0.052 0.137 -0.1353
C -1.7081 -1.4952 0.5850 -0.166 -0.081 -0.113 -0.6795
C -2.4586 -1.2077 -0.7020 -0.014 0.196 0.030 -0.4000
H -1.7647 0.6067 3.1440 0.017 0.028 -0.008 0.2778
H -2.4769 2.0044 2.3140 0.031 -0.012 -0.007 0.4439
H -3.0975 0.3823 2.0164 -0.020 0.069 -0.041 0.3172
H -0.3017 1.4102 1.3043 0.083 -0.127 -0.055 0.2869
H -1.5833 1.1939 0.1309 -0.063 0.031 0.034 0.4225
H -2.4006 -1.6159 1.4253 -0.052 0.041 -0.034 0.3839
H -1.1794 -2.4445 0.4829 0.152 0.100 0.085 0.3396
H -3.0150 -0.2706 -0.6515 -0.109 -0.081 -0.027 0.0885
H -3.1724 -2.0057 -0.9129 0.018 0.010 -0.023 0.4382
H -1.7623 -1.1283 -1.5400 0.003 -0.044 0.013 -0.0398
C 2.8653 3.6534 -2.8939 0.053 -0.115 -0.059 -1.0938
C 1.9077 3.5613 -1.7191 0.034 -0.003 -0.018 -0.1124
O 0.8264 2.6726 -1.9321 -0.213 0.085 0.061 -0.4352
C 1.1678 1.3174 -2.1776 0.090 -0.105 -0.040 -0.3342
C 1.9413 0.6668 -1.0454 0.143 0.163 0.131 -0.8562
H 2.3346 3.9578 -3.7971 -0.005 0.034 0.033 0.2829
H 3.6501 4.3831 -2.6863 -0.038 0.010 -0.003 0.4070
H 3.3481 2.6977 -3.1032 0.050 0.027 0.051 0.2692
H 1.4612 4.5420 -1.5460 -0.132 -0.083 -0.006 0.3691
H 2.4392 3.2963 -0.7969 0.087 -0.032 -0.035 0.1066
H 1.7104 1.2301 -3.1254 0.060 -0.012 0.031 0.3415
H 0.2244 0.7862 -2.3130 -0.069 0.161 0.024 0.1527
H 2.9032 1.1554 -0.8731 0.041 -0.056 -0.101 0.3679
H 2.1370 -0.3819 -1.2724 -0.061 0.005 0.019 0.4526
H 1.3721 0.7246 -0.1170 -0.031 -0.122 -0.038 0.0584
C -4.9723 -4.6394 -5.4531 0.137 -0.042 -0.083 -1.1408
C -5.2250 -3.4317 -4.5710 -0.035 0.039 -0.089 -0.2262
O -4.2104 -3.2057 -3.6082 -0.062 -0.018 0.373 -0.3474
C -2.9058 -2.9671 -4.1075 0.126 0.004 -0.186 -0.1172
C -2.8109 -1.7492 -5.0098 -0.155 0.066 -0.039 -1.2714
H -4.8587 -5.5384 -4.8453 -0.053 0.019 0.014 0.0831
H -5.8039 -4.7866 -6.1442 -0.006 0.012 0.042 0.4781
H -4.0637 -4.5275 -6.0472 -0.042 0.024 -0.045 0.3094
H -6.1460 -3.5884 -4.0061 0.090 0.038 0.118 0.3760
H -5.3804 -2.5274 -5.1701 0.018 -0.043 -0.095 0.2702
H -2.5215 -3.8612 -4.6117 -0.012 0.025 -0.070 0.1837
H -2.2707 -2.8086 -3.2349 -0.147 -0.066 0.091 0.4229
H -3.4208 -1.8578 -5.9082 0.081 -0.037 -0.039 0.3548
H -1.7785 -1.5916 -5.3256 -0.007 -0.013 0.028 0.4381
H -3.1589 -0.8573 -4.4836 0.041 -0.017 0.028 0.1732
C -6.7442 2.1054 -0.7574 -0.097 -0.088 0.020 -1.0414
C -5.7693 1.9428 -1.9102 -0.053 0.027 -0.003 -0.4000
O -5.3346 0.6078 -2.1063 0.247 -0.059 0.030 -0.2910
C -6.3452 -0.3446 -2.4015 -0.091 -0.107 -0.024 -0.0425
C -7.1232 -0.0364 -3.6690 0.005 0.170 -0.010 -1.1691
H -6.3031 1.7401 0.1718 0.025 0.030 -0.012 0.2559
H -7.0077 3.1567 -0.6305 0.034 -0.015 -0.003 0.4024
H -7.6684 1.5497 -0.9225 -0.021 0.068 -0.032 0.2677
H -4.8698 2.5244 -1.7006 0.071 -0.132 -0.044 0.3416
H -6.1871 2.3449 -2.8394 -0.086 0.012 0.033 0.3314
H -7.0179 -0.4597 -1.5441 -0.074 0.060 -0.044 0.3259
H -5.8359 -1.3024 -2.5232 0.181 0.112 0.056 -0.0126
H -7.6631 0.9094 -3.5983 -0.071 -0.054 0.017 0.3817
H -7.8539 -0.8225 -3.8651 0.036 -0.011 0.006 0.3869
H -6.4466 0.0367 -4.5229 -0.003 -0.052 0.014 0.2628
C -3.1010 -7.2743 -3.2252 0.106 0.036 0.103 -0.9452
C -2.5818 -7.7120 -4.5832 -0.042 -0.056 0.061 -0.3465
O -1.2676 -7.2589 -4.8645 0.030 0.158 -0.189 -0.4410
C -0.2529 -7.6915 -3.9755 0.024 -0.059 0.102 -0.3163
C -0.0982 -9.2009 -3.9075 -0.134 -0.070 -0.036 -1.0279
H -3.0784 -6.1857 -3.1395 -0.049 -0.006 -0.021 0.1230
H -4.1283 -7.6152 -3.0841 0.012 0.021 -0.030 0.3893
H -2.5021 -7.6803 -2.4084 -0.057 -0.069 -0.006 0.3629
H -3.2189 -7.2893 -5.3617 0.149 0.041 -0.067 0.2954
H -2.6391 -8.8000 -4.6954 -0.013 -0.017 0.082 0.3478
H -0.4192 -7.2692 -2.9778 -0.017 -0.075 0.037 0.2945
H 0.6775 -7.2559 -4.3430 -0.106 0.081 -0.106 0.3382
H -1.0006 -9.6876 -3.5345 0.041 0.010 0.078 0.2638
H 0.7233 -9.4677 -3.2410 0.006 0.024 -0.027 0.3862
H 0.1070 -9.6079 -4.8991 0.041 0.024 0.020 0.2895